Molecular formula: C10H17O7PS
Method: DFT, ωB97M-V with the def2-TZVPD basis set

Positions of all 36 atoms, in Å:
C: -0.19163 -0.39042 -0.41285
C: -1.37471 0.59280 0.15471
C: -0.93346 1.56759 1.39638
O: -1.30269 1.17794 2.64746
O: -0.20722 2.84264 1.30227
C: 1.24128 2.65463 1.12911
C: 2.00098 1.90178 2.37125
C: 2.76082 2.92366 3.42679
P: 2.96033 1.83790 5.03077
S: 3.56308 0.00476 4.56769
C: 4.30677 3.24011 2.97842
O: 5.35879 2.62250 3.57592
O: 4.66768 4.21341 1.91493
H: 0.13261 0.00875 -1.48471
H: 0.75193 -0.47706 0.29414
H: -0.68712 -1.45679 -0.60920
H: -2.22459 -0.12672 0.58515
H: -1.87764 1.16804 -0.75933
H: 1.48439 2.08011 0.12976
H: 1.69920 3.74757 0.98203
H: 1.29481 1.22218 3.03763
H: 2.77682 1.14308 1.87314
H: 1.75222 1.79309 5.82160
H: 3.99873 2.36615 5.90721
C: -0.93572 -4.41809 -4.61271
O: -1.33721 -3.32052 -3.79530
C: -2.66834 -3.05904 -3.82618
O: -3.50423 -3.66921 -4.47410
O: -2.90828 -2.00089 -3.01124
C: -4.27848 -1.61042 -2.94454
H: 0.14655 -4.53688 -4.51139
H: -1.41625 -5.34370 -4.27949
H: -1.16322 -4.21928 -5.66499
H: -4.89266 -2.42371 -2.54472
H: -4.63960 -1.29931 -3.93012
H: -4.35397 -0.75668 -2.26550

Cartesian forces (eV/Å) of the 2 atoms listed first:
C -0.127 -0.083 -0.893
C -0.630 -0.365 0.024

## Properties
* lowest unoccupied orbital energy: 3.27 eV
* charge: -2
* largest force on an atom: 0.1664 Eh/bohr

Molecular formula: C3H5NO2P
Method: DFT, ωB97M-V with the def2-TZVPD basis set

Positions of all 12 atoms, in Å:
C: -0.88224 1.83564 -0.03609
C: -0.18764 -0.48421 0.37165
C: 0.21887 0.92133 0.59638
N: 1.58399 1.37587 -0.23821
O: -1.94020 2.10320 0.45761
O: -0.46564 2.40366 -1.18261
P: 1.21094 1.94170 -1.61609
H: -0.35809 -0.61661 -0.80693
H: -1.02214 -0.85227 0.94346
H: 0.68436 -1.19629 0.52069
H: 0.48892 1.17842 1.51602
H: 0.49982 0.94446 -2.68073

Cartesian forces (eV/Å) of the 2 atoms listed first:
C 2.433 0.844 -0.509
C 1.703 -2.186 -3.046

## Properties
* lowest unoccupied orbital energy: 4.17 eV
* energy relative to the best compared isomer or geometry (same formula, charge and spin): 49.9 kcal per mole
* charge: -1
* largest force on an atom: 0.1256 Eh/bohr

Molecular formula: C23H29N3O3S3
Method: DFT, ωB97M-V with the def2-TZVPD basis set

Positions of all 61 atoms, in Å:
C: 4.19709 0.49382 4.17114
C: 4.38399 1.87531 3.43958
C: 3.21203 2.22608 2.55652
C: 1.97510 2.44703 3.36275
S: 1.05725 0.98725 3.69542
C: 0.35495 0.75843 1.96503
N: -0.35132 -0.14815 1.69701
C: -1.01210 -0.53131 0.71085
S: -2.10732 -1.95464 0.44099
C: -1.37747 -2.95541 1.71920
C: -0.13243 -3.29910 1.40995
O: 0.03012 -4.39009 0.82058
N: 0.86762 -2.83919 1.82240
C: 2.34056 -2.81814 1.35626
C: 2.43391 -1.69594 0.67210
C: 3.43569 -0.81116 0.47561
C: 3.06666 0.16510 -0.47057
C: 2.14091 -0.49363 -1.26685
O: 1.52293 -1.38815 -0.54816
C: -1.13870 0.43100 -0.18938
C: -1.76189 0.75115 -1.56417
C: -1.33050 2.08804 -2.14010
S: -0.28279 3.01208 -1.13335
C: -0.33328 1.77336 0.03836
N: 0.46120 1.78980 1.19241
C: -1.95677 2.20769 -3.45580
O: -2.78380 1.52071 -4.06850
C: -2.88611 0.20395 -3.60093
C: -1.40216 -0.34447 -4.42324
C: -3.87358 -0.46364 -4.29434
C: -4.00195 -0.17146 -5.85329
C: -2.58293 -0.23329 -2.12432
H: 5.14407 0.08027 4.68494
H: 3.15821 0.53812 4.93096
H: 4.12164 -0.20251 3.26546
H: 4.69472 2.62991 4.33745
H: 5.39172 1.88008 3.04815
H: 3.04337 1.73431 1.80991
H: 3.34024 3.26086 2.39079
H: 1.43127 3.22821 2.77187
H: 2.13724 2.84688 4.51779
H: -1.53703 -2.29869 2.83772
H: -2.08390 -3.76197 1.77005
H: 0.57716 -1.86575 2.47786
H: 2.22613 -3.68846 0.83245
H: 2.99359 -2.92662 2.15420
H: 4.34042 -0.61753 1.16812
H: 3.69794 0.86299 -0.98743
H: 1.40113 0.26121 -1.97540
H: -2.34611 3.32456 -3.63051
H: -1.11882 2.52456 -4.18280
H: -1.42232 -1.49285 -4.37859
H: -1.46895 0.24561 -5.41754
H: -0.62505 -0.03510 -3.60749
H: -4.88289 0.08073 -4.00058
H: -3.84922 -1.68702 -4.21654
H: -3.85827 0.66516 -6.08417
H: -3.33612 -0.78902 -6.55778
H: -5.06554 -0.56631 -6.28641
H: -2.24338 -1.25575 -2.17725
H: -3.60084 -0.17397 -1.87172

Cartesian forces (eV/Å) of the 2 atoms listed first:
C -0.840 -0.504 0.170
C 1.854 -0.380 4.091

## Properties
* lowest unoccupied orbital energy: -0.03 eV
* energy relative to the best compared isomer or geometry (same formula, charge and spin): 459.7 kcal per mole
* SMILES: CCCCSc1nc(SCC(=O)NCc2ccco2)c2c3c(sc2n1)CO[C@](C)(CC)C3
* charge: 0
* largest force on an atom: 0.3591 Eh/bohr

Molecular formula: C6H18NO
Method: DFT, ωB97M-V with the def2-TZVPD basis set

Positions of all 26 atoms, in Å:
C: -2.64128 0.84464 -0.86967
C: -2.10294 -0.56513 -0.70146
C: -1.04832 -0.68837 0.40664
C: 0.24362 -1.37040 -0.07001
C: 1.02605 -0.54382 -1.09906
C: 1.43308 0.87931 -0.70876
N: 2.39425 0.92049 0.41126
H: -1.96148 1.52247 -1.39690
H: -3.58734 0.83398 -1.41355
H: -2.92387 1.33229 0.07174
H: -1.68067 -0.89774 -1.65121
H: -2.94641 -1.22923 -0.52870
H: -0.78280 0.28762 0.81024
H: -1.45353 -1.27864 1.23623
H: 0.88512 -1.70111 0.75692
H: 0.00063 -2.31246 -0.56374
H: 1.95274 -1.09362 -1.32106
H: 0.45780 -0.45424 -2.02384
H: 0.55627 1.44469 -0.42203
H: 1.86048 1.33749 -1.58092
H: 2.66767 1.88619 0.60292
H: 2.07074 0.52430 1.31601
H: 3.25186 0.42225 0.15466
H: 0.95026 -0.80693 2.92489
H: 0.25706 0.57458 2.86922
O: 1.12102 0.13139 2.79019

Cartesian forces (eV/Å) of the 2 atoms listed first:
C -0.661 0.533 0.015
C 0.028 0.289 -0.067

## Properties
* lowest unoccupied orbital energy: -3.27 eV
* energy relative to the best compared isomer or geometry (same formula, charge and spin): 5.4 kcal per mole
* charge: +1
* largest force on an atom: 0.0317 Eh/bohr

Molecular formula: C6H13N4
Method: DFT, ωB97M-V with the def2-TZVPD basis set

Positions of all 23 atoms, in Å:
C: 1.72798 0.75580 0.22298
C: 1.16888 0.86108 -1.02466
C: 0.77564 -1.35019 0.35114
C: 2.42956 -0.69989 2.14577
C: -2.57480 -0.13881 -1.51220
C: -1.71552 1.11016 0.36935
N: 0.18741 -1.30311 -0.74838
N: 1.51580 -0.41922 0.97422
N: -1.68090 0.72370 -0.92239
N: 0.14096 -0.04048 -1.36925
H: 2.24776 1.64019 0.68594
H: 1.24605 1.59025 -1.72158
H: 0.67036 -2.44229 0.72485
H: 1.86489 -1.65404 2.54228
H: 3.47398 -0.87940 1.77591
H: 2.42317 0.03706 2.86486
H: -2.75268 -1.13189 -1.04327
H: -3.58119 0.27314 -1.78283
H: -2.20463 -0.39937 -2.51736
H: -2.78289 1.33487 0.53958
H: -1.50260 0.31614 1.10007
H: -1.00571 1.89763 0.68368
H: -0.07153 -0.08133 -2.33870

Cartesian forces (eV/Å) of the 2 atoms listed first:
C -0.553 0.580 -0.731
C -0.781 -2.088 3.030

## Properties
* lowest unoccupied orbital energy (alpha / beta): -5.02 / -4.52 eV
* energy relative to the best compared isomer or geometry (same formula, charge and spin): 122.9 kcal per mole
* charge: +1
* largest force on an atom: 0.0971 Eh/bohr

Number 1: E -45094.8916 eV. Number 2: E -18065.9713 eV. Number 3: E -67421.4623 eV. Number 4: E -10045.5976 eV. Number 5: E -12381.5778 eV.